No. 1
This record from the OMol25 dataset describes a structure of composition C25H28Cl2N10O4SY. The level of theory is ωB97M-V with the def2-TZVPD basis set.

## Properties
LUMO level, hartree: -0.08334
Multiplicity: 1
Charge: +1
Gap between HOMO and LUMO, eV: 7.04
ΔE to the lowest compared entry with this formula, charge and spin, kcal per mole: 17.8

Cartesian coordinates (Å):
Y  0.501  0.236  0.450
Cl  -6.077  -1.350  2.141
C  -4.351  -1.375  2.117
C  -3.672  -0.231  1.724
C  -2.282  -0.211  1.681
N  -1.501  0.881  1.281
C  -1.924  2.154  1.256
O  -3.048  2.608  1.410
C  -0.779  3.139  1.034
C  -1.069  4.494  1.033
C  -0.042  5.405  0.865
C  1.254  4.936  0.701
C  1.463  3.572  0.712
N  0.477  2.684  0.877
C  -1.561  -1.376  2.058
C  -2.260  -2.513  2.445
C  -3.646  -2.515  2.474
Cl  -4.463  -3.961  2.957
N  -0.153  -1.262  2.075
C  0.672  -2.309  2.070
O  0.434  -3.518  1.949
C  2.130  -1.886  2.171
C  3.065  -2.768  2.689
C  4.383  -2.359  2.797
C  4.732  -1.091  2.353
C  3.745  -0.285  1.821
N  2.467  -0.662  1.740
H  -4.224  0.656  1.453
H  -2.098  4.791  1.171
H  -0.245  6.468  0.867
H  2.088  5.612  0.573
H  2.462  3.169  0.588
H  -1.723  -3.403  2.735
H  2.730  -3.744  3.010
H  5.129  -3.016  3.223
H  5.749  -0.733  2.417
H  3.984  0.704  1.446
N  -0.502  -1.691  -0.833
C  0.200  -2.034  -2.080
C  0.146  -3.527  -2.422
C  0.650  -4.495  -1.344
C  2.105  -4.279  -0.928
N  3.020  -4.248  -2.069
C  3.485  -5.301  -2.702
N  4.165  -5.131  -3.844
N  3.310  -6.539  -2.228
C  1.624  -1.437  -2.110
O  2.398  -1.805  -3.001
O  1.905  -0.546  -1.237
H  -0.483  -2.465  -0.170
H  -1.486  -1.513  -1.014
H  -0.298  -1.491  -2.887
H  0.708  -3.674  -3.346
H  -0.891  -3.782  -2.646
H  0.532  -5.511  -1.732
H  0.042  -4.448  -0.438
H  2.424  -5.028  -0.202
H  2.222  -3.323  -0.417
H  3.043  -3.337  -2.549
H  4.290  -4.207  -4.222
H  4.532  -5.909  -4.360
H  2.794  -6.692  -1.381
H  3.718  -7.335  -2.683
N  1.869  1.870  -2.818
C  0.591  2.261  -2.897
N  0.309  3.311  -3.677
S  -0.666  1.502  -2.049
H  2.581  2.299  -3.385
H  2.091  1.001  -2.340
H  1.006  3.782  -4.228
H  -0.644  3.623  -3.725

Here are the Mulliken charges for atoms 1 to 4, given in e: 0.789 -0.201 0.243 -0.844



No. 2
This record from the OMol25 dataset describes a structure of composition C25H28Cl5O2Pt in a non-equilibrium geometry. The level of theory is ωB97M-V with the def2-TZVPD basis set.

## Properties
LUMO level (alpha / beta), hartree: -0.08427 / -0.24133
Multiplicity: 5
⟨S²⟩: 6.024
Charge: +1
Gap between HOMO and LUMO (alpha / beta), eV: 7.35 / 4.83
ΔE to the lowest compared entry with this formula, charge and spin, kcal per mole: 0.0

Cartesian coordinates (Å):
O  0.232  -0.216  -4.484
C  -0.035  1.135  -5.038
C  -0.153  0.640  -6.477
H  0.818  1.808  -4.871
H  -0.978  1.564  -4.656
C  0.011  -0.754  -5.813
H  0.708  0.994  -7.067
H  -1.140  0.900  -6.889
C  1.263  -1.499  -6.183
H  2.148  -0.875  -6.034
H  1.242  -1.850  -7.214
H  1.335  -2.353  -5.509
C  -1.247  -1.587  -5.889
H  -2.136  -1.037  -5.571
H  -1.128  -2.457  -5.244
H  -1.423  -1.934  -6.909
Pt  -0.217  -0.473  3.369
C  -2.331  -0.802  3.638
C  -2.050  0.651  3.675
C  -1.989  1.105  2.299
H  -2.125  1.269  4.564
C  -2.391  0.027  1.461
C  -2.546  -1.143  2.242
H  -2.876  -2.111  1.878
H  -2.540  -1.406  4.515
H  -1.773  2.132  1.992
H  -2.639  0.135  0.405
C  0.804  -2.280  3.809
C  -0.146  -2.869  2.868
C  0.346  -2.639  1.542
H  -0.956  -3.542  3.158
C  1.452  -1.762  1.599
C  1.749  -1.484  2.991
H  2.649  -1.011  3.381
H  0.893  -2.449  4.881
H  -0.025  -3.136  0.642
H  2.034  -1.410  0.745
O  0.894  0.179  -0.730
C  -0.137  -0.651  -1.355
C  -0.986  0.277  -2.239
H  -0.746  -1.128  -0.555
H  0.387  -1.462  -1.899
C  -0.131  1.571  -2.256
H  -1.976  0.513  -1.827
H  -1.140  -0.212  -3.188
C  0.348  1.544  -0.824
H  -0.652  2.466  -2.593
H  0.737  1.392  -2.901
H  -0.560  1.690  -0.195
H  1.133  2.252  -0.527
Cl  -0.476  -0.183  6.546
C  0.598  0.974  5.831
C  0.808  0.899  4.461
C  1.730  1.754  3.854
Cl  1.996  1.595  2.176
C  2.424  2.712  4.623
Cl  3.575  3.760  3.888
C  2.172  2.809  6.020
Cl  2.977  3.988  6.952
C  1.255  1.932  6.633
Cl  0.930  2.049  8.297

Here are the natural (NBO) charges for atoms 1 to 4, given in e: -0.578 -0.064 -0.469 0.189



No. 3
This record from the OMol25 dataset describes the molecule C25H28ClN5S in a non-equilibrium geometry. The level of theory is ωB97M-V with the def2-TZVPD basis set.

## Properties
LUMO level, hartree: 0.02121
Multiplicity: 1
Gap between HOMO and LUMO, eV: 8.19

Cartesian coordinates (Å):
C  -2.005  0.164  0.260
C  -2.329  1.651  0.268
H  -3.377  1.798  0.000
H  -2.178  2.053  1.272
C  -1.439  2.437  -0.701
N  -1.662  2.076  -2.076
C  -0.938  1.176  -2.820
C  0.177  0.404  -2.539
C  0.706  -0.389  -3.551
C  0.079  -0.387  -4.816
C  -1.048  0.350  -5.100
C  -1.562  1.151  -4.089
N  -2.628  2.010  -4.089
C  -2.661  2.535  -2.899
C  -3.654  3.552  -2.476
H  -4.271  3.184  -1.658
H  -4.291  3.781  -3.325
H  -3.156  4.464  -2.147
H  -1.499  0.331  -6.078
Cl  0.783  -1.311  -6.104
N  1.880  -1.147  -3.392
C  2.858  -0.709  -2.418
H  2.729  0.358  -2.241
C  2.784  -1.513  -1.100
N  1.482  -2.125  -0.964
C  0.865  -2.136  0.228
N  1.197  -1.417  1.244
C  0.364  -1.615  2.314
C  -0.629  -2.523  2.096
S  -0.548  -3.172  0.495
H  -1.398  -2.862  2.757
C  0.600  -0.862  3.538
C  1.757  -0.092  3.658
C  2.008  0.630  4.807
C  1.115  0.610  5.872
C  -0.040  -0.154  5.749
C  -0.299  -0.879  4.604
H  -1.208  -1.456  4.535
H  -0.748  -0.178  6.566
C  1.399  1.372  7.130
H  2.045  2.224  6.932
H  0.476  1.725  7.586
H  1.903  0.726  7.850
H  2.911  1.219  4.881
H  2.453  -0.075  2.834
C  1.042  -3.002  -2.025
H  1.264  -4.054  -1.791
C  1.719  -2.584  -3.341
H  1.121  -2.928  -4.183
H  2.714  -3.029  -3.421
H  -0.045  -2.899  -2.119
H  3.556  -2.296  -1.094
H  2.938  -0.873  -0.232
H  3.851  -0.854  -2.863
H  0.623  0.409  -1.557
H  -0.389  2.247  -0.466
H  -1.629  3.509  -0.587
H  -0.972  0.006  0.560
H  -2.647  -0.368  0.957
H  -2.150  -0.260  -0.731

Here are the natural (NBO) charges for atoms 1 to 4, given in e: -0.616 -0.399 0.197 0.209



No. 4
This record from the OMol25 dataset describes a structure of composition C25H28CrN5O3S4. The level of theory is ωB97M-V with the def2-TZVPD basis set.

## Properties
LUMO level (alpha / beta), hartree: -0.01207 / 0.01121
Multiplicity: 4
⟨S²⟩: 3.795
Gap between HOMO and LUMO (alpha / beta), eV: 7.04 / 7.91
ΔE to the lowest compared entry with this formula, charge and spin, kcal per mole: 6.8

Cartesian coordinates (Å):
Cr  0.318  -0.903  -1.611
C  -1.725  -1.212  0.638
N  -1.711  -1.064  -0.838
C  -2.481  -2.170  -1.425
C  -2.274  0.255  -1.139
C  -3.622  0.493  -1.307
C  -4.074  1.794  -1.504
C  -3.163  2.837  -1.520
C  -1.804  2.604  -1.355
C  -1.339  1.303  -1.167
N  -0.023  0.901  -1.089
C  1.087  1.691  -0.839
C  1.138  2.817  -0.022
C  2.356  3.434  0.231
C  3.527  2.946  -0.326
C  3.486  1.829  -1.154
C  2.279  1.207  -1.400
N  2.117  0.085  -2.330
C  3.311  -0.775  -2.435
C  1.860  0.700  -3.667
H  -2.759  -1.154  0.992
H  -1.144  -0.408  1.081
H  -1.276  -2.160  0.921
H  -3.439  -2.299  -0.914
H  -1.905  -3.089  -1.315
H  -2.664  -1.957  -2.475
H  -4.332  -0.323  -1.285
H  -5.129  1.984  -1.643
H  -3.509  3.851  -1.676
H  -1.101  3.424  -1.404
H  0.235  3.175  0.456
H  2.390  4.286  0.896
H  4.474  3.422  -0.108
H  4.402  1.449  -1.586
H  4.138  -0.236  -2.902
H  3.062  -1.633  -3.056
H  3.597  -1.120  -1.445
H  2.683  1.378  -3.903
H  0.927  1.257  -3.636
H  1.794  -0.077  -4.423
S  2.502  1.947  4.319
C  2.004  0.672  3.388
S  2.625  0.341  1.800
C  1.490  -0.964  1.609
N  0.749  -1.159  2.644
N  1.049  -0.260  3.639
C  0.247  -0.333  4.820
C  0.836  -0.283  6.073
C  0.032  -0.370  7.199
C  -1.342  -0.512  7.075
C  -1.918  -0.570  5.814
C  -1.125  -0.479  4.681
S  1.436  -1.982  0.187
H  1.906  -0.172  6.164
H  0.490  -0.330  8.179
H  -1.963  -0.579  7.958
H  -2.989  -0.684  5.707
H  -1.560  -0.528  3.692
C  -1.160  -3.383  -4.449
S  0.079  -2.244  -3.933
O  1.037  -2.171  -4.994
O  0.622  -2.722  -2.626
O  -0.580  -0.955  -3.573
H  -0.647  -4.293  -4.751
H  -1.675  -2.942  -5.300
H  -1.848  -3.583  -3.635

Here are the natural (NBO) charges for atoms 1 to 4, given in e: 1.307 -0.400 -0.471 -0.412



Energy, record by record: -3175.0623; -3539.6306; -2101.6607; -4106.2758 Eh